The following is a DFT calculation (wB97M-V/def2-TZVPD) of a structure of composition C43H50BBrClInN10O6S6.

Element x y z (Å)
In1 -0.72109 0.16023 -0.02085
C1 -0.62629 5.05193 4.37777
C2 -0.33149 4.10301 3.21064
C3 -0.51905 4.90119 1.92714
C4 1.09452 3.56373 3.28925
N1 -1.26140 2.92030 3.32876
C5 -1.50300 2.36648 4.57547
C6 -2.38207 1.36626 4.41331
N2 -2.67994 1.27705 3.07339
B1 -3.66036 0.17449 2.61511
N3 -3.03866 -1.25585 2.61782
C7 -3.87039 -2.33762 2.80870
C8 -3.10438 -3.43272 2.93827
N4 -1.78045 -3.04130 2.81078
C9 -1.76019 -1.69118 2.63139
S1 -0.39429 -0.66802 2.41399
C10 -0.68303 -4.03945 3.06672
C11 -0.67527 -4.30586 4.57273
C12 -1.01478 -5.31626 2.29150
C13 0.69922 -3.57986 2.61759
N5 -4.36881 0.52277 1.28617
C14 -5.41293 1.41782 1.30044
C15 -5.83597 1.58165 0.03340
N6 -5.05146 0.77956 -0.77394
C16 -4.13936 0.15418 0.01391
S2 -2.93330 -0.96637 -0.51744
C17 -5.21011 0.68318 -2.26677
C18 -5.51027 -0.76494 -2.65323
C19 -6.39640 1.54725 -2.68739
C20 -3.94943 1.20281 -2.94619
C21 -1.97140 2.21403 2.40629
S3 -1.95549 2.38786 0.68702
H1 -0.03382 5.95588 4.24103
H2 -1.68076 5.33274 4.39272
H3 -0.35884 4.63657 5.34804
H4 0.10014 5.79573 2.01348
H5 -0.20423 4.35474 1.04874
H6 -1.55527 5.21326 1.79052
H7 1.80358 4.39064 3.21735
H8 1.26998 3.04227 4.23295
H9 1.28085 2.86906 2.46902
H10 -1.03345 2.73124 5.46751
H11 -2.82425 0.70042 5.13382
H12 -4.53362 0.14181 3.44885
H13 -4.94049 -2.22759 2.83804
H14 -3.38911 -4.45264 3.11157
H15 -1.62745 -4.71555 4.91448
H16 0.11133 -5.02302 4.81169
H17 -0.47585 -3.38339 5.12068
H18 -1.94799 -5.78238 2.60619
H19 -1.05826 -5.10658 1.22223
H20 -0.21870 -6.04007 2.46493
H21 1.09166 -2.77565 3.23172
H22 1.36243 -4.44155 2.71888
H23 0.70266 -3.25356 1.57881
H24 -5.76604 1.85654 2.21705
H25 -6.63818 2.18212 -0.34772
H26 -6.39107 -1.13147 -2.12114
H27 -5.71569 -0.80413 -3.72398
H28 -4.66866 -1.41944 -2.44553
H29 -7.32754 1.23177 -2.21310
H30 -6.22370 2.60544 -2.48583
H31 -6.51756 1.43437 -3.76373
H32 -3.08660 0.58679 -2.71746
H33 -4.09786 1.19536 -4.02720
H34 -3.73528 2.22614 -2.63267
C22 -2.52169 -4.22313 -0.74504
O1 -1.29769 -3.52725 -0.57280
C23 -0.30917 -3.79532 -1.46237
C24 -0.41407 -4.71820 -2.48406
C25 0.66118 -4.90582 -3.34745
Br1 0.49414 -6.15885 -4.75774
C26 1.82747 -4.20540 -3.19301
C27 1.94323 -3.27052 -2.15619
C28 0.86250 -3.03427 -1.30608
O2 0.87126 -2.08955 -0.34231
C29 3.19060 -2.53717 -1.94465
N7 3.36893 -1.68465 -0.96907
C30 4.67206 -1.23075 -1.08529
C31 5.38001 -0.32225 -0.30329
C32 6.69618 -0.07936 -0.64459
C33 7.29890 -0.71075 -1.74349
C34 6.60482 -1.60866 -2.53289
C35 5.28420 -1.85595 -2.17641
N8 4.31546 -2.69087 -2.70471
H35 -2.37084 -5.30489 -0.69735
H36 -2.98791 -3.95940 -1.69779
H37 -3.16298 -3.90278 0.06992
H38 -1.32095 -5.28148 -2.63540
H39 2.64262 -4.37564 -3.88231
H40 1.78513 -1.65568 -0.34274
H41 4.89707 0.18326 0.52200
H42 7.27627 0.62302 -0.06068
H43 8.33117 -0.48564 -1.98049
H44 7.07055 -2.09223 -3.38217
H45 4.41997 -3.29522 -3.49779
O3 -0.59881 0.47989 -4.38907
Cl1 -0.20868 0.22085 -3.04941
O4 -0.69170 -1.07070 -2.59113
O5 1.20600 0.29395 -2.86041
O6 -0.86703 1.22780 -2.15698
S4 2.18878 5.57814 -3.00760
C36 2.34097 4.21929 -2.07446
S5 0.99564 3.43017 -1.30982
C37 2.05168 2.20055 -0.68223
N9 3.28565 2.35803 -1.01044
N10 3.44708 3.49119 -1.77638
C38 4.77479 3.74874 -2.24169
C39 5.50093 2.69325 -2.77077
C40 6.80191 2.90908 -3.19604
C41 7.36828 4.17258 -3.09847
C42 6.63094 5.21948 -2.56416
C43 5.33064 5.01353 -2.12814
S6 1.59138 0.93707 0.42974
H46 5.04495 1.71518 -2.83236
H47 7.37118 2.08521 -3.60748
H48 8.38317 4.34066 -3.43598
H49 7.06835 6.20608 -2.48124
H50 4.75041 5.82318 -1.71293

LUMO level   0.03 eV
Spin multiplicity   1
Gap between HOMO and LUMO   7.2452 eV

The following is a DFT calculation (wB97M-V/def2-TZVPD) of a structure of composition C43H50BrCl2F6LaN6O4PSi4.

Element x y z (Å)
La1 -0.45552 -0.37690 0.17714
Cl1 -3.91868 -6.64295 0.35790
C1 -3.29379 -5.11283 -0.16404
C2 -1.96510 -4.84066 0.02752
C3 -1.43374 -3.61585 -0.42860
N1 -0.15626 -3.20276 -0.29333
C4 0.85484 -4.09790 -0.19978
O1 0.78702 -5.32207 -0.16124
C5 2.22146 -3.45819 -0.24255
C6 3.31715 -4.31359 -0.33247
C7 4.58751 -3.78318 -0.42327
C8 4.71808 -2.40443 -0.40644
C9 3.57324 -1.63236 -0.28869
N2 2.34134 -2.12820 -0.21730
C10 -2.29435 -2.68667 -1.09173
C11 -3.64539 -2.95580 -1.21457
C12 -4.14303 -4.16259 -0.76285
Cl2 -5.81978 -4.50084 -0.97637
N3 -1.70508 -1.56488 -1.65689
C13 -1.05799 -1.79778 -2.80767
O2 -0.99129 -2.84826 -3.44983
C14 -0.47411 -0.54030 -3.40949
C15 -0.61500 -0.35370 -4.78184
C16 -0.24359 0.85220 -5.33698
C17 0.28099 1.82742 -4.49883
C18 0.44832 1.52944 -3.16020
N4 0.08206 0.36829 -2.60924
H1 -1.31635 -5.55470 0.50651
H2 3.12689 -5.37649 -0.31711
H3 5.45893 -4.42233 -0.49234
H4 5.68558 -1.92482 -0.46714
H5 3.65892 -0.56000 -0.22435
H6 -4.29907 -2.22459 -1.66778
H7 -1.04881 -1.15568 -5.36204
H8 -0.37092 1.04443 -6.39520
H9 0.55449 2.80553 -4.87154
H10 0.87988 2.26725 -2.49767
Br1 -3.95430 0.30363 -3.52194
C19 -3.21598 1.90266 -2.81341
C20 -3.75320 3.07848 -3.31968
C21 -3.21858 4.27192 -2.87630
C22 -2.17644 4.23084 -1.97082
C23 -1.71920 3.00134 -1.51950
N5 -2.23138 1.83926 -1.93912
C24 -0.54627 3.01254 -0.52417
O3 0.14663 4.03126 -0.53456
O4 -0.39010 1.99860 0.22242
H11 -4.56297 3.03576 -4.03298
H12 -3.60705 5.21354 -3.24424
H13 -1.69107 5.12039 -1.59658
C25 -1.18850 1.56418 4.61925
Si1 0.47268 0.75078 5.00538
C26 0.23962 -0.86809 5.96939
C27 1.31295 1.88317 6.31675
C28 1.62381 0.61773 3.56076
Si2 2.87675 -0.72294 3.61815
C29 3.79724 -0.79180 5.30390
C30 4.32956 -0.46112 2.40328
C31 2.15708 -2.47067 3.39249
Si3 2.08580 2.22854 2.84578
C32 3.69510 2.86854 3.70349
C33 0.87638 3.67320 3.01815
C34 2.62042 2.20755 1.00747
C35 3.43955 3.25814 0.58166
C36 3.82111 3.37820 -0.73844
C37 3.41721 2.39299 -1.62069
C38 2.65983 1.34837 -1.12406
N6 2.23775 1.24688 0.13907
H14 -2.01963 0.87578 4.76974
H15 -1.23405 1.88084 3.57667
H16 -1.35758 2.44853 5.24116
H17 -0.65375 -0.79715 6.59276
H18 1.08716 -1.07266 6.62811
H19 0.10560 -1.71627 5.29737
H20 0.70644 1.97707 7.22674
H21 1.48106 2.88777 5.92087
H22 2.28714 1.47572 6.60207
H23 4.27893 0.16492 5.52251
H24 4.57218 -1.56911 5.29903
H25 3.11056 -1.01204 6.12375
H26 5.18005 0.00475 2.90639
H27 4.03709 0.19231 1.57921
H28 4.66700 -1.40974 1.97632
H29 2.10151 -2.99902 4.34831
H30 1.14465 -2.41723 2.98649
H31 2.76259 -3.07811 2.71071
H32 3.66324 2.58362 4.75657
H33 3.79743 3.96034 3.65938
H34 4.59574 2.42707 3.26585
H35 0.59169 3.83167 4.05978
H36 -0.02680 3.47305 2.44385
H37 1.31530 4.59564 2.62895
H38 3.76613 3.98837 1.31200
H39 4.42454 4.21348 -1.07448
H40 3.67536 2.43450 -2.67193
H41 2.37827 0.53147 -1.77907
F1 -2.86226 0.54739 0.55080
P1 -4.49712 0.79764 0.84593
F2 -4.46303 2.09456 -0.12002
F3 -4.82552 -0.13569 -0.42542
F4 -4.10536 1.73479 2.09080
F5 -4.48593 -0.49834 1.79568
F6 -6.07203 1.02526 1.11905
C39 -4.85690 -3.61311 2.60887
Si4 -3.21531 -3.49509 3.52826
C40 -3.65874 -2.99949 5.30977
C41 -2.43217 -5.21968 3.65399
C42 -2.03903 -2.34843 2.71952
C43 -1.27229 -1.60066 2.11931
H42 -5.58610 -4.19509 3.17796
H43 -4.73466 -4.08870 1.63428
H44 -5.26458 -2.61542 2.43542
H45 -4.51579 -3.57561 5.67088
H46 -3.92508 -1.94118 5.36208
H47 -2.82904 -3.17668 5.99523
H48 -2.89834 -5.80793 4.44887
H49 -1.36427 -5.14276 3.87040
H50 -2.54212 -5.77664 2.72105

Charge   -2
LUMO level (alpha / beta)   3.72 / 1.36 eV
Spin multiplicity   2
Gap between HOMO and LUMO (alpha / beta)   5.3257 / 2.9636 eV

The following is a DFT calculation (wB97M-V/def2-TZVPD) of a structure of composition C43H50Cl8N2O5ReS5Si4Te.

Element x y z (Å)
Re1 1.06287 -0.11605 1.58129
Cl1 1.17254 -1.60190 4.56267
C1 2.17289 -2.34273 3.34476
C2 1.98055 -1.96630 1.98241
C3 2.58157 -2.90205 1.10808
Cl2 2.19633 -2.88844 -0.59286
C4 3.44696 -3.92168 1.51258
Cl3 4.21551 -4.95450 0.34462
C5 3.71409 -4.12392 2.85677
Cl4 4.82027 -5.35184 3.37433
C6 3.02879 -3.34446 3.78034
Cl5 3.24131 -3.65988 5.47405
Cl6 0.42888 11.49247 0.97068
C7 0.12784 9.77047 0.94591
C8 -1.10327 9.29310 0.52909
C9 -1.31168 7.92146 0.52107
C10 -0.32273 7.02053 0.90745
C11 -0.59007 5.53510 0.87631
C12 -0.87545 5.04136 2.28399
N1 -1.02900 3.61363 2.29031
C13 -1.96308 2.89646 3.01398
C14 -1.63833 1.58507 2.83225
N2 -0.51269 1.51502 2.04996
C15 -0.17133 2.73757 1.75683
O1 -1.74280 5.32781 0.07776
C16 -1.75048 4.20606 -0.79043
C17 -1.05031 4.47835 -2.09606
C18 -0.72921 3.51310 -2.99701
Cl7 -1.02077 1.83460 -2.83435
S1 -0.01822 4.14863 -4.42376
C19 -0.13305 5.74531 -3.81819
C20 -0.70183 5.77623 -2.58412
C21 0.88907 7.53690 1.32313
Cl8 2.14272 6.47968 1.82240
C22 1.12757 8.90402 1.34365
H1 -1.87948 9.97864 0.21599
H2 -2.26433 7.52457 0.20122
H3 0.28026 5.01104 0.46278
H4 -1.82696 5.47753 2.58482
H5 -0.09012 5.33412 2.98439
H6 -2.75993 3.36827 3.56496
H7 -2.11857 0.69670 3.21298
H8 0.68881 3.02059 1.15723
H9 -2.80576 4.01211 -0.98142
H10 -1.34151 3.30952 -0.32516
H11 0.23277 6.57146 -4.40986
H12 -0.86517 6.67966 -2.01098
H13 2.09024 9.27592 1.66828
O2 1.65567 1.58316 -0.29546
S2 2.37472 0.43659 -0.96416
C23 2.86376 1.26683 -2.53196
C24 2.93592 0.52479 -3.69875
C25 3.28755 1.14948 -4.89175
C26 3.55655 2.51136 -4.90856
C27 3.47827 3.25046 -3.73014
C28 3.12764 2.63153 -2.53952
C29 4.10763 0.33124 -0.43236
C30 4.65173 1.31435 0.37182
C31 5.94651 1.16237 0.84869
C32 6.68897 0.03808 0.51271
C33 6.15393 -0.91691 -0.34733
C34 4.85994 -0.76971 -0.82708
H14 2.71484 -0.53802 -3.67299
H15 3.34796 0.57228 -5.80761
H16 3.81187 3.00161 -5.84143
H17 3.68529 4.31440 -3.74240
H18 3.04787 3.19132 -1.61221
H19 4.07251 2.20513 0.61024
H20 6.34105 1.91698 1.51703
H21 7.68656 -0.09538 0.91707
H22 6.73612 -1.78461 -0.63671
H23 4.44682 -1.50283 -1.50846
O3 2.85031 3.51302 1.56544
S3 2.89372 3.02198 2.95385
O4 1.80329 3.59440 3.75097
O5 4.21606 3.18030 3.54848
S4 2.59723 0.93869 2.99940
C35 -5.02837 -2.19580 1.12200
Si1 -4.48997 -3.16839 -0.38450
C36 -5.92810 -4.27694 -0.88340
C37 -4.16754 -1.94442 -1.76624
Si2 -2.53160 -4.32680 0.08952
Te1 -1.14359 -2.98110 1.68618
Si3 -1.41412 -4.91799 -1.85833
C38 -0.74770 -3.42111 -2.76595
C39 -2.57387 -5.81787 -3.03965
C40 -0.01696 -6.09055 -1.44261
Si4 -2.97072 -6.22835 1.35856
C41 -3.86716 -7.57387 0.39276
C42 -1.39935 -6.96539 2.06700
C43 -4.06583 -5.76846 2.81809
H24 -5.81553 -1.47551 0.87257
H25 -4.16950 -1.64801 1.52543
H26 -5.39606 -2.85796 1.91457
H27 -6.81775 -3.68037 -1.11398
H28 -6.17930 -4.96958 -0.07051
H29 -5.67961 -4.87944 -1.76646
H30 -5.00504 -1.25015 -1.89291
H31 -3.98665 -2.45085 -2.72227
H32 -3.26892 -1.36238 -1.52393
H33 -1.52649 -2.95411 -3.37832
H34 0.09259 -3.69370 -3.41439
H35 -0.39617 -2.66939 -2.04818
H36 -3.34351 -5.13409 -3.42012
H37 -3.08689 -6.65562 -2.54907
H38 -2.01454 -6.21088 -3.89579
H39 0.71191 -5.59192 -0.79462
H40 0.50408 -6.42856 -2.34616
H41 -0.39273 -6.97233 -0.91085
H42 -3.21475 -8.00649 -0.37564
H43 -4.74867 -7.16345 -0.11537
H44 -4.19711 -8.38157 1.05605
H45 -0.73719 -7.34653 1.28271
H46 -1.62277 -7.78034 2.76445
H47 -0.83988 -6.19205 2.60640
H48 -5.08356 -5.52054 2.49223
H49 -3.65701 -4.88350 3.32083
H50 -4.12040 -6.58466 3.54659
S5 -0.62966 -1.08114 0.30140

Charge   -2
LUMO level (alpha / beta)   3.32 / 3.32 eV
Spin multiplicity   2
Gap between HOMO and LUMO (alpha / beta)   4.3802 / 4.8800 eV

Look up the spin multiplicity of the first one. 1